1.
Here is one molecule with the formula C11H13N3O from OMol25. Energies are from the ωB97M-V functional and the def2-TZVPD basis.

For the HOMO energy (spin up / spin down), the calculation gives -6.706 / -6.729 eV. The energy relative to the best compared isomer or geometry (same formula, charge and spin) comes out at 181.4 kcal/mol. Its spin multiplicity is 1.

Last column: Mulliken charge in e.
Geometry (Å):
C  -0.39492  0.26146  1.08771  -1.03
C  1.92341  0.11459  -0.38346  0.17
C  0.49810  -1.70966  0.00780  0.32
C  0.24649  -3.06170  -0.06372  -0.37
C  0.98246  -3.92872  -0.80379  -0.41
C  2.13140  -3.28044  -1.48918  -0.41
C  2.46824  -1.99508  -1.33008  -0.29
C  -0.42267  2.81894  1.08524  -1.75
C  -2.51632  1.38744  1.60681  -1.63
C  -1.66051  1.67123  -0.74325  -1.62
C  -1.17550  1.54730  0.70277  2.18
N  -0.32225  -0.76665  0.42140  -0.06
N  2.08633  1.21223  -0.78757  0.44
N  1.71599  -1.18448  -0.51663  0.10
O  2.50725  2.36354  -0.83625  -0.67
H  -0.55095  -3.33119  0.66554  0.33
H  0.97409  -5.05203  -0.74032  0.34
H  2.83181  -4.03069  -2.05416  0.23
H  3.35045  -1.67140  -1.72371  0.42
H  -0.07082  2.66113  2.06147  0.46
H  0.41966  3.02242  0.42228  0.34
H  -1.11818  3.58852  0.99038  0.52
H  -2.24637  1.09975  2.72132  0.35
H  -3.09965  2.29044  1.55023  0.42
H  -3.16316  0.50731  1.35070  0.43
H  -0.89768  1.44115  -1.48441  0.34
H  -2.59945  1.23624  -0.73796  0.50
H  -1.89727  2.78834  -0.97916  0.33

---

2.
Here is C34H49NO7SeW as an isolated structure from OMol25. Energies are from the ωB97M-V functional and the def2-TZVPD basis.

Its charge is +2. For the HOMO energy, the calculation gives -14.257 eV. The energy relative to the best compared isomer or geometry (same formula, charge and spin) comes out at 76.7 kcal/mol. Its spin multiplicity is 1.

Last column: Mulliken charge in e.
Geometry (Å):
W  -2.15039  0.90107  0.09420  1.99
O  -2.49007  2.32794  -1.55285  -0.70
C  -3.37916  3.44784  -1.30505  -0.62
C  -2.88223  3.99203  0.00873  -0.63
N  -2.84699  2.88161  1.00447  0.17
C  -1.80485  3.10296  2.06021  -1.33
C  -1.08301  1.77250  2.33343  1.73
O  -0.23464  1.91994  3.44884  -0.71
O  -2.11416  0.80292  2.10364  -0.77
C  -4.19514  2.61676  1.58302  -0.61
C  -4.87055  1.39772  0.97684  0.37
O  -5.94655  1.00385  1.22763  -0.45
O  -4.00616  0.74190  0.09308  -0.84
H  -2.59935  1.92145  -2.42954  0.18
H  -4.41002  3.09177  -1.27918  0.38
H  -3.25975  4.17965  -2.10146  0.58
H  -3.50751  4.81052  0.36727  0.47
H  -1.86846  4.36227  -0.12902  0.25
H  -2.26728  3.41435  2.99703  0.29
H  -1.11821  3.87037  1.74268  0.25
H  -4.84675  3.48135  1.45415  0.60
H  -4.10703  2.41774  2.64813  0.40
C  0.07090  -6.05256  -1.94872  -1.59
C  0.82628  -4.89646  -2.62125  1.99
C  2.23747  -4.78560  -2.02658  -1.57
C  0.94879  -5.19654  -4.11488  -2.14
C  0.07656  -3.59363  -2.35203  -0.54
C  -0.11618  -3.17541  -1.03269  -0.98
C  -0.78466  -1.98905  -0.80812  0.39
Se  -1.22168  -1.33866  0.92444  0.14
C  0.24694  -0.19696  1.57540  -0.38
C  1.18837  -0.84261  2.26004  -0.60
C  2.20624  -0.15925  3.04825  0.08
C  2.06065  1.15370  3.20910  -1.53
C  1.00074  1.99850  2.57728  1.08
C  0.06155  1.30744  1.48853  1.82
O  -0.38717  1.60267  0.11394  -0.85
C  1.53873  3.46355  2.30818  1.35
C  1.28211  3.94573  0.86853  -1.54
C  3.07845  3.53491  2.42899  -1.93
C  0.97357  4.43125  3.35874  -1.59
C  3.30108  -1.00350  3.67796  1.74
C  4.29473  -0.13909  4.45082  -2.01
C  2.66602  -2.01463  4.64400  -1.60
C  4.04593  -1.74525  2.55963  -1.60
C  -1.30191  -1.22612  -1.85003  0.29
O  -1.93593  -0.05435  -1.49357  -0.27
C  -1.12664  -1.59533  -3.17939  -0.85
C  -0.43097  -2.79279  -3.37209  0.00
C  -1.63655  -0.74108  -4.33836  2.44
C  -1.39253  -1.41350  -5.69056  -2.33
C  -0.88084  0.59797  -4.34137  -1.25
C  -3.15106  -0.51471  -4.20713  -1.48
H  0.59596  -6.98996  -2.13376  0.46
H  -0.94054  -6.14686  -2.34667  0.37
H  0.00195  -5.92256  -0.86759  0.33
H  2.78801  -5.70796  -2.21402  0.46
H  2.21606  -4.63281  -0.94602  0.34
H  2.79256  -3.96187  -2.47882  0.36
H  1.48911  -6.13317  -4.24811  0.44
H  1.50693  -4.42086  -4.64299  0.43
H  -0.02714  -5.31492  -4.58960  0.44
H  0.24953  -3.76719  -0.20429  0.63
H  1.16844  -1.92535  2.29356  0.48
H  2.74677  1.68331  3.84718  0.74
H  1.80005  3.30734  0.15138  0.41
H  1.68828  4.95130  0.76216  0.63
H  0.24350  3.98681  0.55337  -0.07
H  3.58243  2.76200  1.84594  0.38
H  3.42647  3.48394  3.45860  0.48
H  3.39799  4.50113  2.04054  0.53
H  -0.05958  4.72882  3.18748  0.22
H  1.57543  5.33997  3.35561  0.44
H  1.02422  4.00047  4.35895  0.39
H  3.82043  0.37421  5.28930  0.39
H  4.77105  0.60266  3.80651  0.39
H  5.08147  -0.77125  4.86154  0.45
H  2.11398  -1.50751  5.43638  0.35
H  3.44775  -2.61677  5.10714  0.48
H  1.98631  -2.70596  4.14154  0.32
H  4.52303  -1.04582  1.87114  0.36
H  3.38515  -2.39591  1.98142  0.34
H  4.82219  -2.37686  2.99210  0.46
H  -0.27802  -3.12340  -4.38662  0.64
H  -0.33010  -1.55452  -5.89377  0.46
H  -1.79269  -0.77658  -6.47960  0.45
H  -1.89592  -2.37835  -5.76100  0.48
H  0.18061  0.44534  -4.53971  0.36
H  -0.94864  1.12467  -3.38737  0.02
H  -1.27476  1.24445  -5.12796  0.44
H  -3.43848  -0.03695  -3.26715  0.16
H  -3.69145  -1.46062  -4.25949  0.39
H  -3.49904  0.11043  -5.03066  0.45

---

3.
Here is C15H15MoN as an isolated structure from OMol25. Energies are from the ωB97M-V functional and the def2-TZVPD basis.

The expectation value of S² is 2.0560. For the HOMO energy (spin up / spin down), the calculation gives -6.880 / -7.909 eV. Its spin multiplicity is 3.

Last column: Löwdin spin population.
Geometry (Å):
C  -1.21668  0.09639  -1.57832  0.02
C  -1.48476  -1.08211  -0.79923  0.00
C  -0.36731  -1.94068  -0.85662  0.03
C  0.63223  -1.34609  -1.66578  0.01
C  0.13206  -0.07466  -2.13160  -0.01
Mo  0.22318  0.94763  -0.10595  1.45
N  1.15545  2.12178  -1.15724  0.00
C  -1.11310  1.39547  1.56723  0.04
C  -1.56997  0.13565  1.96379  0.25
H  -0.33808  -2.95595  -0.47067  0.00
H  -2.45559  -1.31107  -0.33952  0.00
H  1.53966  -1.81758  -2.02403  0.00
H  0.53045  0.50239  -2.96066  0.00
H  -1.95681  0.80732  -1.95548  0.01
H  -2.57001  -0.20297  1.68018  0.01
H  -0.33557  1.91725  2.15318  0.00
H  1.03264  3.13284  -1.02912  0.02
H  -1.07303  -0.39492  2.78628  0.02
H  -1.78060  2.11783  1.07099  0.02
C  1.73595  0.18407  0.94659  -0.03
C  2.77754  -0.29745  1.46840  0.10
C  4.03746  -0.69839  1.98797  0.01
C  5.21403  -0.44683  1.23165  0.02
C  6.46070  -0.61216  1.81941  0.00
C  6.56946  -1.08014  3.13479  0.02
C  5.41585  -1.40917  3.85347  0.00
C  4.15690  -1.25205  3.28599  0.02
H  5.13291  -0.09631  0.19538  0.00
H  7.35620  -0.36505  1.25714  0.00
H  7.55300  -1.18412  3.59411  0.00
H  5.50048  -1.77874  4.87085  0.00
H  3.25964  -1.52657  3.84798  0.00

---

4.
Here is a 2-piece molecular cluster, C5H14NS overall from OMol25. Energies are from the ωB97M-V functional and the def2-TZVPD basis.

The expectation value of S² is 0.7530. Its charge is +2. For the HOMO energy (spin up / spin down), the calculation gives -18.834 / -18.848 eV. The energy relative to the best compared isomer or geometry (same formula, charge and spin) comes out at 29.9 kcal/mol. Its spin multiplicity is 2.

Last column: Löwdin spin population.
Geometry (Å):
C  -2.82357  1.16752  -0.29447  0.00
C  -1.47966  1.53291  -0.91967  0.08
S  -0.53140  0.07780  -1.40481  0.70
C  1.06114  0.83751  -1.72424  0.07
H  -3.33377  2.10166  -0.06241  0.00
H  -2.70797  0.65694  0.66161  0.00
H  -3.39444  0.54890  -0.98360  0.00
H  -0.85323  2.14962  -0.26304  0.02
H  -1.58905  2.15005  -1.82395  0.03
H  0.91331  1.48799  -2.59425  0.02
H  1.41388  1.37963  -0.84891  0.02
H  1.77465  0.07536  -2.03715  0.00
C  1.90075  -1.20217  1.67656  0.00
C  2.08671  -2.27471  2.41486  0.00
N  0.58501  -0.48625  1.68014  0.02
H  2.65064  -0.67976  1.10321  0.00
H  3.01134  -2.81692  2.26936  0.00
H  1.30064  -2.70703  3.02312  0.00
H  -0.06314  -0.97373  2.30713  0.00
H  0.67251  0.48168  1.99957  0.00
H  0.19529  -0.53285  0.71919  0.02

---

5.
Here is one molecule with the formula C18H23FN4O3S from OMol25. Energies are from the ωB97M-V functional and the def2-TZVPD basis.

The SMILES is O=C(NCCCn1ccnc1)[C@@H]1CCCN(S(=O)(=O)c2ccc(F)cc2)C1. For the HOMO energy, the calculation gives -9.026 eV. The energy relative to the best compared isomer or geometry (same formula, charge and spin) comes out at 0.0 kcal/mol. Its spin multiplicity is 1.

Last column: Mulliken charge in e.
Geometry (Å):
O  -0.94744  -0.85271  -0.59147  -0.67
C  -1.45709  0.03155  0.06750  0.04
N  -2.06617  -0.22204  1.24750  0.09
C  -2.12352  -1.54177  1.83042  -0.66
C  -3.56021  -2.03281  2.02443  -0.73
C  -4.28554  -2.30896  0.70199  -0.77
N  -4.47303  -1.12137  -0.08598  0.26
C  -5.19820  -0.01742  0.26906  -0.14
C  -5.06539  0.86861  -0.75981  -0.86
N  -4.28033  0.33470  -1.73145  -0.55
C  -3.94453  -0.84963  -1.30070  -0.09
C  -1.44763  1.51079  -0.29274  0.20
C  -1.26106  1.77122  -1.79217  -1.33
C  0.13617  1.38010  -2.27349  -0.41
C  1.20460  2.03566  -1.39869  -0.90
N  0.94903  1.67684  -0.02633  0.27
S  2.23763  1.48556  0.99314  1.45
O  3.16690  2.57902  0.90676  -0.73
O  1.69553  1.16660  2.28436  -0.73
C  3.03093  0.03122  0.30678  -0.31
C  4.41187  0.00517  0.24614  -0.38
C  5.05661  -1.11822  -0.24256  -0.62
C  4.28483  -2.19004  -0.65903  0.39
F  4.90230  -3.28692  -1.13760  -0.32
C  2.90089  -2.17175  -0.60519  -0.90
C  2.26821  -1.04384  -0.11038  0.09
C  -0.29943  2.17406  0.48462  -1.48
H  -2.44961  0.53934  1.78387  0.32
H  -1.60748  -1.53523  2.79669  0.39
H  -1.58435  -2.20371  1.14822  0.32
H  -3.53609  -2.95924  2.59954  0.42
H  -4.12027  -1.29343  2.60094  0.32
H  -3.70501  -3.01574  0.10414  0.38
H  -5.26421  -2.75472  0.91683  0.32
H  -5.74588  0.03686  1.18771  0.44
H  -5.48588  1.84851  -0.86629  0.45
H  -3.31831  -1.53763  -1.83187  0.50
H  -2.39866  1.94972  0.02557  0.71
H  -1.42110  2.83757  -1.97034  0.43
H  -2.02132  1.21717  -2.34457  0.42
H  0.24246  0.29854  -2.21033  0.18
H  0.26959  1.68727  -3.31119  0.45
H  1.18702  3.12924  -1.51982  0.36
H  2.20326  1.67678  -1.65420  0.43
H  4.96062  0.87274  0.57629  0.49
H  6.13179  -1.17243  -0.30448  0.45
H  2.33789  -3.02514  -0.94765  0.50
H  1.19238  -0.99219  -0.06870  0.57
H  -0.36261  3.26728  0.36852  0.41
H  -0.32625  1.92902  1.54774  0.53

---

6.
Here is C26H35IrNO4S6Sb2 as an isolated structure from OMol25. Energies are from the ωB97M-V functional and the def2-TZVPD basis.

The expectation value of S² is 8.7729. Its charge is +2. For the HOMO energy (spin up / spin down), the calculation gives -12.264 / -12.640 eV. Its spin multiplicity is 6.

Last column: Löwdin spin population.
Geometry (Å):
Ir  1.88332  -0.71259  -0.27117  1.29
C  2.91847  -2.14278  2.87561  0.00
Sb  1.99528  -0.24822  2.20066  0.09
C  -0.02804  -0.42110  2.98703  0.05
C  2.87324  1.58071  3.18229  0.03
C  1.75056  2.54382  3.15692  0.00
C  0.85223  2.66394  4.23673  0.00
C  -0.27270  3.46391  4.19350  0.00
C  -0.55826  4.19251  3.02050  0.00
C  0.31136  4.12334  1.94966  0.00
C  1.47432  3.29904  1.98323  0.01
C  2.39888  3.35462  0.82409  0.01
Sb  2.05073  1.78128  -0.67290  0.02
C  0.18453  2.18429  -1.69019  0.00
C  3.39205  2.26747  -2.22857  0.01
H  2.80232  -2.24388  3.94754  0.00
H  3.94091  -2.02970  2.52520  0.00
H  2.45634  -2.94954  2.27686  0.00
H  -0.00253  -0.08419  4.00973  0.00
H  -0.45641  -1.45459  2.96475  0.00
H  -0.70913  0.20755  2.37661  0.00
H  3.79977  1.82962  2.62202  0.00
H  3.08876  1.27634  4.22362  0.00
H  1.02903  2.05658  5.12604  0.00
H  -0.96470  3.51138  5.03218  0.00
H  -1.44245  4.83161  2.91167  0.00
H  0.08312  4.66320  1.03356  0.00
H  3.48861  3.30612  1.02039  0.00
H  2.21884  4.25584  0.21332  0.00
H  0.39429  2.96614  -2.44290  0.00
H  -0.62622  2.49361  -1.01396  0.00
H  -0.09912  1.25633  -2.20765  0.00
H  3.11597  3.15692  -2.76455  0.00
H  3.41439  1.38406  -2.89815  0.00
H  4.40584  2.40430  -1.88627  0.00
C  5.40541  -3.94385  -3.12999  0.03
S  5.95426  -3.76034  -1.41978  0.15
C  6.13504  -2.04935  -1.19953  0.22
C  5.10830  -1.05932  -1.15353  0.23
S  3.56416  -1.24697  -1.94967  0.29
S  5.41720  0.26909  -0.10718  0.25
C  7.16959  0.08615  -0.04356  0.61
S  8.21614  1.24837  0.40004  1.11
S  7.62922  -1.56911  -0.45945  0.26
H  5.83634  -4.87007  -3.56100  0.01
H  5.73132  -3.09044  -3.71556  0.00
H  4.30681  -4.05087  -3.19028  0.01
C  -8.18324  -1.53032  -3.21769  0.00
C  -7.08454  -0.92816  -2.35903  0.00
C  -7.18934  -1.17248  -0.99189  0.00
C  -6.21178  -0.71431  -0.12090  0.00
C  -5.13548  -0.03701  -0.66280  0.00
C  -5.08248  0.37979  -2.02954  0.00
C  -6.06280  -0.10623  -2.89380  0.00
S  -3.65573  0.21829  0.28233  0.00
O  -3.13873  1.50599  -0.08693  0.00
O  -3.95050  -0.12346  1.66025  0.00
N  -2.55038  -0.81392  -0.29522  0.00
C  -2.44599  -2.23089  -0.10171  0.00
C  -1.44177  -2.84468  -1.11461  0.01
C  -0.01626  -2.74315  -0.57243  0.04
O  0.52084  -3.42955  0.29642  0.04
O  0.57340  -1.73850  -1.19232  0.22
H  -8.82230  -2.21771  -2.60051  0.00
H  -7.72315  -2.16763  -3.96514  0.00
H  -8.81481  -0.75709  -3.73117  0.00
H  -8.05328  -1.75997  -0.65482  0.00
H  -6.27068  -0.91925  0.93243  0.00
H  -4.33189  1.08345  -2.39744  0.00
H  -5.99481  0.15506  -3.97426  0.00
H  -1.80163  -0.38661  -0.86783  0.00
H  -3.42692  -2.68465  -0.31416  0.00
H  -2.13625  -2.46638  0.93576  0.00
H  -1.52115  -2.39786  -2.12266  0.00
H  -1.68575  -3.90405  -1.12831  0.00

---

| no. | strongest force on any atom (eV Å⁻¹) | total energy (hartree) |
| --- | --- | --- |
| 1 | 3.6 | -666.18924 |
| 2 | 1.2 | -4374.37071 |
| 3 | 4.8 | -703.28336 |
| 4 | 1.0 | -651.11114 |
| 5 | 1.0 | -1642.53103 |
| 6 | 2.6 | -4340.61036 |